C3H5NO3 in the gas phase at a distorted geometry, computed with the ωB97M-V functional and the def2-TZVPD basis.

Geometry as XYZ:
```
12
C3H5NO3 (the ωB97M-V functional and the def2-TZVPD basis)
C -1.3191 1.0132 0.2162
C -0.6098 -0.4324 -0.1011
O -1.2057 -1.4584 -0.6156
N 0.7155 -0.5811 0.4186
O 0.9890 -1.9361 0.3756
C 1.7878 0.2312 -0.1387
O 2.9337 0.0903 -0.3121
H -2.3263 0.8341 0.1308
H -1.0804 1.6899 -0.6721
H -1.0584 1.4224 1.1530
H -0.0953 -2.1532 0.0691
H 1.2689 1.2802 -0.5237
```

Values from the calculation:
Lowest unoccupied orbital energy (eV): 0.057
SMILES: CC(=O)N(O)C=O
Multiplicity: 1
HOMO level (eV): -9.823
Strongest force on any atom (eV/Å): 6.0

Atomic partial charges in e from the natural (NBO) method, atoms 1 to 5: -0.676 0.680 -0.583 -0.232 -0.558

C3H5NO3 in the gas phase at a distorted geometry, computed with the ωB97M-V functional and the def2-TZVPD basis.

Geometry as XYZ:
```
12
C3H5NO3 (the ωB97M-V functional and the def2-TZVPD basis)
O -0.9593 -1.3674 -1.3500
C -0.5971 -0.1823 -1.5158
C 0.6488 0.3203 -0.6821
N 0.9017 -0.0741 0.7355
C -0.0125 0.1317 1.6803
O 0.0785 -0.1467 2.8607
O -1.2829 0.2399 1.0037
H -1.2846 0.6031 -2.1356
H 0.6552 1.4301 -0.6350
H 1.5425 0.0562 -1.2742
H 1.7627 -0.6530 1.0858
H -1.4530 -0.3580 0.2266
```

Values from the calculation:
Lowest unoccupied orbital energy (eV): -0.200
SMILES: O=CCNC(=O)O
Multiplicity: 1
HOMO level (eV): -10.295
Strongest force on any atom (eV/Å): 4.8

Atomic partial charges in e from the natural (NBO) method, atoms 1 to 5: -0.528 0.392 -0.321 -0.643 0.887

2 unconnected molecules or ions with the total composition C3H5NO3S at a distorted geometry, computed with the ωB97M-V functional and the def2-TZVPD basis.

Geometry as XYZ:
```
13
C3H5NO3S (the ωB97M-V functional and the def2-TZVPD basis)
C -0.8629 -1.0600 0.0758
C 1.3227 -0.8743 -0.7947
C -0.3272 0.7104 1.1215
N -0.7068 1.5149 0.0612
O 0.1818 1.7232 -0.7766
O -1.8857 1.8292 -0.1867
O 0.0773 -1.4993 -0.6668
S -2.3705 -1.4328 0.3825
H 1.3462 0.0761 -1.2081
H 1.7383 -1.7560 -1.4872
H 1.8580 -0.9102 0.0891
H 0.6559 0.9408 1.4566
H -1.0273 0.7381 1.9332
```

Values from the calculation:
Lowest unoccupied orbital energy (eV): -0.625
Multiplicity: 1
HOMO level (eV): -9.304
Strongest force on any atom (eV/Å): 5.7

Atomic partial charges in e from the natural (NBO) method, atoms 1 to 5: 0.270 -0.253 -0.355 0.461 -0.451

C3H5NO4 in the gas phase at a distorted geometry, computed with the ωB97M-V functional and the def2-TZVPD basis.

Geometry as XYZ:
```
13
C3H5NO4 (the ωB97M-V functional and the def2-TZVPD basis)
N -1.4343 0.1683 1.2624
C -1.3298 0.1082 -0.0651
O -2.2147 -0.1352 -0.8841
C 0.0403 0.4627 -0.4701
O 0.0917 0.8380 -1.7863
C 1.3023 -0.3421 0.1053
O 1.4815 -0.5033 1.3866
O 2.2674 -0.7181 -0.8134
H -2.2780 -0.1370 1.9168
H -0.7053 0.4636 1.8420
H 0.5433 1.3553 -0.0215
H -0.4903 -0.0377 -2.2759
H 2.7260 -1.5226 -0.1964
```

Values from the calculation:
Lowest unoccupied orbital energy (eV): 0.386
SMILES: NC(=O)[C@H](O)C(=O)O
Multiplicity: 1
HOMO level (eV): -10.429
Strongest force on any atom (eV/Å): 6.4

Atomic partial charges in e from the natural (NBO) method, atoms 1 to 5: -0.791 0.631 -0.596 -0.103 -0.658

C3H5NOS in the gas phase at a distorted geometry, computed with the ωB97M-V functional and the def2-TZVPD basis.

Geometry as XYZ:
```
11
C3H5NOS (the ωB97M-V functional and the def2-TZVPD basis)
O 1.0246 1.0796 -1.8882
C 0.7981 0.7711 -0.5482
N 0.9635 -0.6604 -0.2973
C 0.1334 -1.1335 0.4450
C -1.0679 -0.3323 1.0824
S -0.9887 1.2751 0.1931
H 0.2290 0.7592 -2.4296
H 1.6478 1.3189 -0.0599
H 0.2161 -2.2389 0.7055
H -2.0714 -0.5990 0.6736
H -0.8846 -0.2398 2.1235
```

Values from the calculation:
Lowest unoccupied orbital energy (eV): 0.767
SMILES: O[C@@H]1N=CCS1
Multiplicity: 1
HOMO level (eV): -9.131
Strongest force on any atom (eV/Å): 5.7

Atomic partial charges in e from the natural (NBO) method, atoms 1 to 5: -0.694 0.170 -0.412 0.151 -0.607

C3H5NOS in the gas phase at a distorted geometry, computed with the ωB97M-V functional and the def2-TZVPD basis.

Geometry as XYZ:
```
11
C3H5NOS (the ωB97M-V functional and the def2-TZVPD basis)
N 2.7801 -0.0728 0.9261
C 1.6934 -0.0452 0.3688
C 0.3203 0.1963 -0.1132
S 0.2771 -0.2787 -1.9861
C -0.6344 -0.3515 0.6958
O -1.8974 0.3943 0.5811
H 0.0872 1.2665 0.0132
H 0.9698 0.6856 -2.5832
H -0.1910 -0.4195 1.7277
H -0.7031 -1.5270 0.4961
H -2.7021 0.1520 -0.1261
```

Values from the calculation:
Lowest unoccupied orbital energy (eV): 0.349
SMILES: N#C[C@@H](S)CO
Multiplicity: 1
HOMO level (eV): -9.972
Strongest force on any atom (eV/Å): 7.9

Atomic partial charges in e from the natural (NBO) method, atoms 1 to 5: -0.297 0.264 -0.420 -0.053 -0.091

C3H5NOS in the gas phase at a distorted geometry, computed with the ωB97M-V functional and the def2-TZVPD basis.

Geometry as XYZ:
```
11
C3H5NOS (the ωB97M-V functional and the def2-TZVPD basis)
N -1.1081 -0.7630 1.0515
C -1.3175 -0.2269 -0.1531
O -2.3220 -0.4539 -0.7864
C -0.2139 0.7057 -0.7443
C 1.1639 0.3503 -0.4303
S 0.5963 1.7703 0.4539
H -0.2796 -0.4391 1.4519
H -1.8097 -1.2057 1.4848
H -0.2322 1.1717 -1.7462
H 1.2782 -0.6241 0.1381
H 1.9840 0.6098 -1.0626
```

Values from the calculation:
Lowest unoccupied orbital energy (eV): 0.740
SMILES: NC(=O)[C@@H]1CS1
Multiplicity: 1
HOMO level (eV): -9.236
Strongest force on any atom (eV/Å): 4.3

Atomic partial charges in e from the natural (NBO) method, atoms 1 to 5: -0.802 0.667 -0.599 -0.404 -0.504

C3H5NOS in the gas phase at a distorted geometry, computed with the ωB97M-V functional and the def2-TZVPD basis.

Geometry as XYZ:
```
11
C3H5NOS (the ωB97M-V functional and the def2-TZVPD basis)
O 1.4648 -0.1063 1.9485
N 0.2801 -0.2181 1.2525
C -0.1479 0.6748 0.1670
C -0.6528 -0.6184 -0.5937
C -0.0845 -1.4052 0.5268
S -0.0670 -2.9006 1.1103
H 1.6055 -0.9369 2.3046
H 0.6439 1.2599 -0.1836
H -0.9209 1.3494 0.4272
H -0.1916 -0.7441 -1.5983
H -1.8122 -0.7317 -0.9089
```

Values from the calculation:
Lowest unoccupied orbital energy (eV): 0.166
SMILES: ON1CCC1=S
Multiplicity: 1
HOMO level (eV): -8.670
Strongest force on any atom (eV/Å): 3.7

Atomic partial charges in e from the natural (NBO) method, atoms 1 to 5: -0.530 -0.123 -0.209 -0.488 0.027